Record 1
{
  "formula": "C35H46F4KN8O2PSe",
  "method": "ωB97M-V/def2-TZVPD",
  "symbols": ["K", "C", "N", "C", "C", "C", "N", "C", "C", "F", "C", "F", "C", "C", "F", "C", "F", "H", "H", "H", "H", "H", "H", "H", "H", "H", "H", "H", "C", "C", "O", "C", "C", "C", "C", "C", "C", "H", "H", "H", "H", "H", "H", "H", "H", "Se", "N", "C", "C", "C", "C", "N", "C", "N", "H", "H", "H", "O", "P", "N", "C", "C", "C", "C", "N", "C", "C", "C", "C", "N", "C", "C", "C", "C", "H", "H", "H", "H", "H", "H", "H", "H", "H", "H", "H", "H", "H", "H", "H", "H", "H", "H", "H", "H", "H", "H", "H", "H"],
  "coordinates": [[-0.0703, -0.0723, 0.2407], [0.8556, 2.0276, -2.4725], [1.2984, 1.9640, -1.0939], [1.0756, 3.2265, -0.4182], [2.6906, 1.5200, -1.0210], [3.2379, 1.3474, 0.3905], [2.4155, 0.4233, 1.1428], [2.8799, -0.0658, 2.2920], [2.1101, -1.0626, 2.9628], [0.9268, -1.4276, 2.3864], [2.4635, -1.6655, 4.1402], [1.6353, -2.5969, 4.6617], [3.6407, -1.3519, 4.7992], [4.4181, -0.3837, 4.1901], [5.5734, -0.0152, 4.7810], [4.0756, 0.2362, 3.0089], [4.9184, 1.1981, 2.5497], [0.9942, 1.0557, -2.9505], [1.4112, 2.7774, -3.0618], [-0.2057, 2.2856, -2.5100], [1.7012, 4.0405, -0.8230], [1.2867, 3.1250, 0.6462], [0.0264, 3.5087, -0.5336], [3.3451, 2.2241, -1.5672], [2.7441, 0.5566, -1.5378], [3.3286, 2.3332, 0.8690], [4.2706, 0.9965, 0.2656], [3.9312, -1.8256, 5.7230], [-2.7629, -1.0106, -2.0381], [-2.8990, -1.7841, -0.7610], [-1.9346, -2.0518, -0.0688], [-4.2715, -2.1817, -0.3190], [-4.4070, -2.9589, 0.8293], [-5.6648, -3.2763, 1.3092], [-6.7991, -2.8179, 0.6464], [-6.6713, -2.0538, -0.5040], [-5.4088, -1.7398, -0.9875], [-1.7131, -0.8560, -2.2748], [-3.2618, -0.0465, -1.9159], [-3.2353, -1.5404, -2.8673], [-3.5105, -3.2919, 1.3358], [-5.7669, -3.8800, 2.2014], [-7.7830, -3.0625, 1.0255], [-7.5529, -1.7029, -1.0248], [-5.3169, -1.1381, -1.8824], [-1.5192, -4.6379, -2.7458], [-0.8748, -5.3484, -1.2495], [0.0545, -4.5227, -0.8278], [0.8511, -4.7143, 0.3482], [1.7652, -3.7656, 0.6321], [1.8926, -2.6013, -0.2082], [1.1957, -2.3677, -1.2785], [0.2830, -3.3333, -1.6289], [-0.4568, -3.2192, -2.7087], [0.6940, -5.5895, 0.9636], [2.3955, -3.8292, 1.5089], [2.5829, -1.8172, 0.0945], [-2.2148, 1.4007, 0.2063], [-3.4127, 2.2782, 0.1704], [-4.1260, 2.3389, -1.3153], [-5.5576, 2.2594, -1.6085], [-5.5817, 2.0902, -3.1234], [-4.4085, 2.9624, -3.5724], [-3.3444, 2.6870, -2.5107], [-3.0648, 3.8427, 0.5328], [-2.2318, 4.1605, 1.7083], [-2.5672, 5.6213, 2.0053], [-2.9450, 6.1779, 0.6358], [-3.7349, 5.0345, 0.0063], [-4.5603, 1.7777, 1.2405], [-4.6274, 0.4288, 1.8134], [-5.1583, 0.6879, 3.2161], [-6.1789, 1.8000, 2.9696], [-5.5114, 2.6770, 1.9019], [-6.0872, 3.1790, -1.3270], [-6.0171, 1.4282, -1.0716], [-6.5326, 2.3860, -3.5640], [-5.3929, 1.0460, -3.3879], [-4.7032, 4.0144, -3.5456], [-4.0596, 2.7385, -4.5791], [-2.6983, 3.5512, -2.3319], [-2.6925, 1.8580, -2.8023], [-1.1748, 4.0266, 1.4711], [-2.4672, 3.4949, 2.5430], [-1.7316, 6.1471, 2.4647], [-3.4208, 5.6889, 2.6836], [-2.0459, 6.3758, 0.0484], [-3.5235, 7.0993, 0.6903], [-3.7034, 5.0584, -1.0841], [-4.7883, 5.0732, 0.3109], [-3.6476, -0.0444, 1.7839], [-5.3336, -0.2028, 1.2622], [-4.3500, 1.0420, 3.8602], [-5.5943, -0.2013, 3.6694], [-6.4345, 2.3663, 3.8636], [-7.0997, 1.3662, 2.5731], [-4.9833, 3.5208, 2.3570], [-6.2461, 3.0862, 1.2012]],
  "lowdin_charge": [0.75, -0.10, -0.33, -0.10, -0.22, -0.27, -0.06, -0.23, -0.17, 0.00, -0.25, 0.06, 0.02, -0.24, 0.07, -0.14, 0.05, 0.09, 0.09, 0.07, 0.09, 0.08, 0.07, 0.12, 0.11, 0.11, 0.11, 0.12, -0.02, -0.40, 0.00, -0.17, -0.01, -0.06, -0.08, -0.08, -0.04, 0.08, 0.06, 0.09, 0.12, 0.11, 0.10, 0.11, 0.10, 1.10, -0.23, -0.40, 0.01, -0.03, -0.13, 0.11, -0.48, -0.22, 0.12, 0.11, 0.10, -0.35, 0.52, -0.19, -0.20, -0.17, -0.16, -0.20, -0.19, -0.18, -0.17, -0.16, -0.19, -0.18, -0.18, -0.16, -0.16, -0.19, 0.11, 0.11, 0.11, 0.11, 0.11, 0.11, 0.11, 0.10, 0.10, 0.11, 0.11, 0.11, 0.12, 0.11, 0.10, 0.11, 0.11, 0.10, 0.12, 0.11, 0.11, 0.11, 0.10, 0.10],
  "e_homo_ev": -5.9,
  "orbital_gap_ev": 5.17,
  "total_energy_ev": -154889.9698
}



Record 2
{
  "formula": "C35H46N6NiO3P2",
  "method": "ωB97M-V/def2-TZVPD",
  "symbols": ["Ni", "C", "C", "C", "C", "C", "C", "C", "C", "C", "H", "H", "H", "H", "H", "H", "H", "H", "H", "H", "H", "H", "H", "H", "H", "P", "P", "N", "N", "N", "N", "C", "C", "C", "C", "C", "C", "C", "C", "C", "C", "C", "C", "C", "C", "C", "C", "C", "C", "H", "H", "H", "H", "H", "H", "H", "H", "H", "H", "H", "H", "H", "H", "H", "H", "H", "H", "H", "H", "C", "C", "C", "C", "C", "C", "O", "N", "C", "O", "N", "C", "O", "H", "H", "H", "H", "H", "H", "H", "H", "H", "H", "H"],
  "coordinates": [[2.0800, 3.2153, 1.2731], [3.1303, -0.8405, -0.7898], [2.1471, 0.0747, -0.8318], [0.6893, -0.2247, -0.6752], [-0.1087, -0.0102, 0.6161], [0.4618, -0.7529, 1.8022], [1.3793, -1.7163, 1.7992], [1.8926, -2.5413, 0.6533], [3.2468, -1.9982, 0.1469], [1.8171, 3.4553, 3.1451], [4.0460, -0.6796, -1.3574], [2.3586, 1.1329, -1.0654], [0.6338, -1.3003, -0.8512], [0.1385, 0.2876, -1.4800], [-0.2838, 1.0549, 0.8644], [-1.1167, -0.4297, 0.4138], [0.0817, -0.3892, 2.7716], [1.6887, -2.1149, 2.7759], [1.1704, -2.7035, -0.1586], [2.1202, -3.5341, 1.0592], [3.8031, -1.6532, 1.0450], [3.8171, -2.8116, -0.3387], [2.6204, 4.1827, 3.4145], [1.9850, 2.4342, 3.5700], [0.7870, 3.8268, 3.2965], [-4.2775, -1.2022, 0.8323], [-3.2493, -0.2701, -2.4236], [-4.2037, -2.6512, 1.8298], [-5.9892, -0.7775, 1.2385], [-2.4722, -1.7887, -2.9264], [-3.7697, 0.2187, -4.0491], [-4.7031, -2.0604, -0.7508], [-4.8371, -1.0813, -1.9287], [-3.1433, -2.9344, 2.7143], [-3.3905, -4.1586, 3.3314], [-4.6318, -4.6610, 2.8079], [-5.0795, -3.7416, 1.8656], [-6.3745, 0.4686, 1.7520], [-7.7282, 0.4273, 2.0703], [-8.2131, -0.8704, 1.7104], [-7.1444, -1.5586, 1.1511], [-1.1417, -2.0305, -2.5766], [-0.7616, -3.2884, -3.0191], [-1.9000, -3.8622, -3.6664], [-2.9476, -2.9529, -3.5337], [-4.1569, -0.5589, -5.1491], [-4.8349, 0.2372, -6.0635], [-4.8708, 1.5655, -5.5154], [-4.2256, 1.5296, -4.2896], [-5.6563, -2.6068, -0.6490], [-3.9015, -2.8023, -0.9122], [-5.2669, -1.6061, -2.8012], [-5.5120, -0.2439, -1.6756], [-2.3107, -2.2485, 2.8020], [-2.7734, -4.6554, 4.0693], [-5.1537, -5.5668, 3.0874], [-5.9316, -3.8096, 1.2116], [-5.6504, 1.2692, 1.8235], [-8.3124, 1.2226, 2.5052], [-9.2088, -1.2684, 1.8387], [-7.1466, -2.5213, 0.6662], [-0.5940, -1.2720, -2.0708], [0.2190, -3.7267, -2.8892], [-1.9433, -4.8073, -4.1903], [-3.9795, -3.0463, -3.8286], [-3.9213, -1.6063, -5.2133], [-5.2517, -0.0987, -7.0030], [-5.3217, 2.4317, -5.9771], [-4.0421, 2.3041, -3.5571], [7.8459, 4.8877, 1.8799], [6.4408, 4.3369, 1.8183], [6.2930, 2.9468, 1.1161], [7.3525, 2.7442, 0.0073], [7.3633, 3.7639, -1.1155], [6.5417, 1.8285, 2.1624], [7.6261, 1.6263, 2.6946], [5.4517, 1.0299, 2.4579], [4.0950, 1.3205, 2.2266], [3.2280, 0.6072, 2.7299], [3.8396, 2.3803, 1.3865], [4.8445, 2.8415, 0.5720], [4.5435, 3.2086, -0.5729], [8.5626, 4.1148, 2.1741], [7.8826, 5.6883, 2.6224], [8.1426, 5.3123, 0.9181], [6.0377, 4.2314, 2.8346], [5.7720, 5.0425, 1.3059], [8.3348, 2.7398, 0.4983], [7.2060, 1.7373, -0.4098], [8.0191, 4.6072, -0.8757], [7.7529, 3.2755, -2.0155], [6.3460, 4.1118, -1.3230], [5.5979, 0.3133, 3.1607]],
  "lowdin_charge": [0.82, -0.10, -0.09, -0.24, -0.18, -0.12, -0.12, -0.19, -0.19, -0.19, 0.10, 0.09, 0.06, 0.10, 0.10, 0.08, 0.11, 0.11, 0.10, 0.11, 0.12, 0.11, 0.01, 0.00, -0.01, 1.09, 1.08, -0.27, -0.25, -0.26, -0.27, -0.40, -0.41, -0.14, -0.10, -0.08, -0.15, -0.16, -0.10, -0.09, -0.16, -0.15, -0.08, -0.08, -0.17, -0.14, -0.09, -0.10, -0.16, 0.06, 0.08, 0.08, 0.08, 0.09, 0.09, 0.09, 0.08, 0.09, 0.09, 0.09, 0.08, 0.03, 0.09, 0.09, 0.10, 0.08, 0.09, 0.09, 0.09, -0.09, -0.16, -0.27, -0.18, -0.09, -0.38, 0.09, 0.20, -0.51, 0.04, 0.04, -0.41, 0.03, 0.08, 0.08, 0.06, 0.12, 0.12, 0.11, 0.13, 0.06, 0.08, 0.07, 0.16],
  "e_homo_ev": [-8.3, -8.3],
  "orbital_gap_ev": [7.47, 6.49],
  "multiplicity": 3,
  "total_energy_ev": -111741.4103
}



Q: Which energy relative to the best compared isomer or geometry (same formula, charge and spin) values were calculated for the entries above? A: 0.3 57.7, in kcal per mole.